# C42H84O14S

A 11-piece molecular cluster, C42H84O14S overall (ωB97M-V/def2-TZVPD, OMol25).

Results
HOMO energy: -9.4 eV
LUMO energy: 0.36 eV
HOMO-LUMO gap: 9.76 eV
SMILES: O=S1(=O)OCCO1.C1CCOC1.C1CCOC1.C1CCOC1.C1CCOC1.C1CCOC1.C1CCOC1.C1CCOC1.C1CCOC1.C1CCOC1.C1CCOC1
maximum force: 1.7 eV/Å
ΔE to the lowest compared entry with this formula, charge and spin: 0.000 eV
M: 845.2 g mol⁻¹

Cartesian coordinates (Å):
C 1.842 2.719 3.303
C 1.517 3.935 2.420
C 0.388 4.642 3.166
O 0.472 4.244 4.529
C 1.117 2.960 4.642
H 2.895 2.503 3.469
H 1.412 1.822 2.851
H 1.126 3.632 1.449
H 2.425 4.520 2.279
H -0.570 4.306 2.746
H 0.395 5.730 3.169
H 0.327 2.236 4.847
H 1.819 3.096 5.463
C -2.616 4.433 -1.023
C -2.288 5.738 -1.719
C -1.426 6.444 -0.641
O -0.723 5.393 0.009
C -1.257 4.134 -0.405
H -2.851 3.639 -1.735
H -3.412 4.532 -0.284
H -3.127 6.375 -1.997
H -1.681 5.530 -2.602
H -2.101 6.913 0.080
H -0.755 7.157 -1.116
H -1.204 3.415 0.414
H -0.573 3.746 -1.173
C 2.187 3.538 -4.475
C 2.080 2.014 -4.569
C 0.555 1.759 -4.610
O -0.088 3.005 -4.823
C 0.749 3.982 -4.218
H 2.661 4.031 -5.320
H 2.771 3.799 -3.587
H 2.584 1.477 -3.769
H 2.463 1.587 -5.496
H 0.135 1.300 -3.701
H 0.313 1.024 -5.381
H 0.551 3.959 -3.135
H 0.511 4.981 -4.580
C 5.185 -3.989 1.607
C 4.282 -3.270 2.627
C 5.237 -2.307 3.356
O 6.492 -2.343 2.658
C 6.584 -3.596 2.030
H 4.966 -3.543 0.634
H 5.019 -5.061 1.538
H 3.845 -3.945 3.367
H 3.430 -2.769 2.169
H 5.466 -2.596 4.385
H 4.882 -1.277 3.325
H 6.998 -4.345 2.732
H 7.326 -3.623 1.229
C -0.036 -1.019 0.730
C -0.182 0.473 0.556
C 0.169 0.683 -0.920
O 1.172 -0.295 -1.163
C 1.242 -1.242 -0.100
H -0.880 -1.577 0.319
H 0.137 -1.221 1.787
H 0.604 0.961 1.144
H -1.118 0.927 0.889
H 0.591 1.678 -1.061
H -0.736 0.537 -1.519
H 2.060 -0.939 0.567
H 1.353 -2.280 -0.405
C -3.562 3.316 3.592
C -4.881 3.228 2.840
C -4.896 1.801 2.282
O -3.553 1.294 2.383
C -2.663 2.237 2.968
H -3.738 3.041 4.636
H -3.034 4.266 3.683
H -4.996 3.914 2.002
H -5.690 3.369 3.554
H -5.162 1.707 1.226
H -5.554 1.101 2.808
H -1.999 2.622 2.192
H -2.103 1.733 3.759
C -3.445 0.441 -3.816
C -3.819 1.789 -4.453
C -3.255 1.723 -5.887
O -2.782 0.401 -6.103
C -3.173 -0.439 -5.046
H -4.327 0.036 -3.319
H -2.606 0.466 -3.124
H -3.443 2.675 -3.940
H -4.905 1.887 -4.457
H -2.418 2.409 -6.014
H -4.062 1.968 -6.585
H -2.364 -1.147 -4.850
H -4.040 -1.073 -5.271
C 4.033 -3.019 -2.162
C 3.851 -3.374 -3.617
C 3.277 -2.113 -4.247
O 3.825 -1.051 -3.493
C 4.212 -1.491 -2.186
H 4.875 -3.515 -1.675
H 3.204 -3.359 -1.532
H 3.222 -4.252 -3.802
H 4.771 -3.684 -4.124
H 2.178 -2.149 -4.254
H 3.581 -1.972 -5.286
H 3.620 -0.923 -1.469
H 5.266 -1.228 -2.066
C 1.745 -2.174 5.940
C 1.218 -3.520 5.369
C 0.159 -3.074 4.376
O 0.467 -1.726 4.016
C 0.972 -1.103 5.179
H 2.821 -2.114 5.753
H 1.707 -2.091 7.027
H 0.938 -4.252 6.127
H 2.079 -4.025 4.922
H -0.842 -3.106 4.818
H 0.147 -3.629 3.438
H 0.182 -0.697 5.828
H 1.611 -0.265 4.894
C 0.103 -4.796 -4.328
C -0.252 -4.168 -2.978
C -1.685 -3.720 -3.183
O -2.265 -4.700 -4.047
C -1.263 -5.292 -4.840
H 0.825 -5.602 -4.186
H 0.616 -4.084 -4.978
H 0.423 -3.359 -2.694
H -0.217 -4.939 -2.204
H -1.779 -2.750 -3.682
H -2.242 -3.652 -2.248
H -1.344 -5.101 -5.914
H -1.300 -6.379 -4.708
C -2.971 -2.308 2.637
C -3.072 -1.426 3.855
O -3.308 -2.401 4.904
S -4.432 -3.405 4.353
O -5.736 -2.861 4.541
O -4.131 -4.710 4.823
O -4.033 -3.253 2.799
H -2.019 -2.842 2.657
H -3.047 -1.767 1.697
H -3.992 -0.834 3.827
H -2.237 -0.785 4.111

# C42H84O20

A 14-piece molecular cluster, C42H84O20 overall (ωB97M-V/def2-TZVPD, OMol25).

Results
HOMO energy (alpha / beta): -10.9 / -10.9 eV
LUMO energy (alpha / beta): -5.33 / -9.07 eV
HOMO-LUMO gap (alpha / beta): 5.56 / 1.82 eV
spin multiplicity: 2
charge: +1
maximum force: 5.4 eV/Å
M: 909.1 g mol⁻¹

Cartesian coordinates (Å):
C 0.507 2.354 0.042
O 0.244 1.191 -0.674
C 0.538 -0.065 -0.106
O 1.029 -0.267 1.030
O 0.100 -1.060 -0.900
C 0.212 -2.441 -0.467
H 1.431 2.311 0.618
H -0.331 2.776 0.598
H 0.579 3.257 -0.565
H 0.109 -2.884 -1.458
H -0.615 -2.599 0.225
H 1.172 -2.678 -0.007
C -3.344 0.447 6.381
O -2.519 0.579 5.282
C -1.188 0.508 5.494
O -0.641 0.418 6.591
O -0.570 0.746 4.336
C 0.825 1.162 4.287
H -3.611 -0.528 6.790
H -4.273 0.947 6.106
H -3.114 1.069 7.246
H 1.402 0.429 4.849
H 0.976 2.166 4.681
H 1.178 1.108 3.257
C 4.086 1.616 1.217
O 5.309 1.484 0.576
C 5.348 1.185 -0.741
O 4.417 1.374 -1.546
O 6.621 0.595 -1.064
C 6.756 0.073 -2.325
H 3.598 2.499 0.804
H 4.210 1.864 2.271
H 3.379 0.796 1.097
H 6.050 -0.744 -2.472
H 7.746 -0.379 -2.385
H 6.710 0.900 -3.033
C 2.623 -4.535 -3.211
C 2.061 -5.243 -2.032
O 2.596 -5.294 -0.931
C 0.630 -5.817 -2.250
H 3.129 -5.214 -3.898
H 3.295 -3.777 -2.808
H 1.925 -3.908 -3.765
H 0.013 -5.132 -2.832
H 0.032 -5.890 -1.342
H 0.623 -6.805 -2.710
C -2.888 -5.177 -0.875
C -4.265 -5.745 -0.669
O -4.519 -6.855 -1.164
C -5.337 -4.934 0.129
H -2.579 -4.554 -0.035
H -2.947 -4.453 -1.687
H -2.226 -5.975 -1.212
H -5.915 -5.740 0.581
H -6.069 -4.438 -0.509
H -5.111 -4.397 1.050
C -1.537 7.387 -0.119
C -0.635 7.097 1.171
O -0.625 7.923 2.089
C -0.024 5.730 1.150
H -1.171 8.266 -0.649
H -2.550 7.621 0.211
H -1.695 6.451 -0.656
H -0.833 5.092 1.506
H 0.745 5.603 1.912
H 0.306 5.422 0.158
C -1.225 -1.168 -4.992
C -1.307 -2.560 -4.286
O -1.724 -2.722 -3.143
C -1.085 -3.826 -5.117
H -1.387 -1.337 -6.057
H -0.221 -0.845 -4.717
H -2.046 -0.584 -4.577
H -1.265 -3.714 -6.186
H -1.659 -4.687 -4.774
H -0.038 -4.113 -5.017
C -1.945 2.062 -3.024
C -2.735 3.189 -2.446
O -2.259 4.317 -2.285
C -4.194 2.948 -2.182
H -2.138 1.082 -2.588
H -0.956 2.312 -2.638
H -2.148 2.141 -4.092
H -4.651 3.659 -1.495
H -4.338 2.020 -1.628
H -4.679 2.985 -3.158
C -3.020 -0.551 -0.635
C -3.194 0.167 0.675
O -3.445 1.392 0.798
C -2.843 -0.582 1.942
H -2.061 -0.324 -1.101
H -3.758 -0.178 -1.345
H -3.144 -1.615 -0.434
H -2.952 0.032 2.835
H -1.797 -0.885 1.886
H -3.371 -1.529 2.059
C 3.429 5.042 -1.093
C 3.095 6.596 -0.948
O 3.656 7.350 -0.156
C 1.940 7.133 -1.811
H 3.817 4.718 -0.127
H 4.241 5.054 -1.821
H 2.630 4.406 -1.475
H 1.003 6.624 -1.583
H 2.132 6.978 -2.873
H 1.801 8.187 -1.568
C 4.383 -1.620 2.824
C 4.004 -3.053 2.939
O 4.124 -3.779 3.931
C 3.297 -3.736 1.826
H 5.139 -1.418 2.065
H 4.714 -1.248 3.793
H 3.516 -1.025 2.539
H 3.570 -3.340 0.847
H 2.225 -3.538 1.803
H 3.368 -4.823 1.798
C 2.763 -0.988 -3.238
C 2.606 -0.596 -4.669
O 2.583 -1.433 -5.591
C 2.523 0.877 -5.028
H 2.209 -1.924 -3.172
H 2.341 -0.151 -2.681
H 3.847 -1.090 -3.191
H 1.784 1.323 -4.362
H 2.148 1.089 -6.029
H 3.457 1.378 -4.776
C -1.758 -4.936 3.717
C -0.531 -5.240 2.847
O -0.379 -4.913 1.692
C 0.619 -6.029 3.559
H -2.373 -4.226 3.166
H -1.396 -4.436 4.615
H -2.320 -5.859 3.866
H 0.233 -6.600 4.404
H 1.351 -5.296 3.898
H 1.010 -6.642 2.747
C -4.481 5.131 3.014
C -4.115 3.767 3.414
O -4.872 2.977 3.883
C -2.638 3.371 3.327
H -3.747 5.861 3.355
H -5.484 5.319 3.395
H -4.414 5.074 1.927
H -2.206 3.653 4.287
H -2.095 3.745 2.459
H -2.544 2.285 3.345

# C42H86Cl2N7O8

A 7-piece molecular cluster, C42H86Cl2N7O8 overall (ωB97M-V/def2-TZVPD, OMol25).

Results
HOMO energy: -10.0 eV
LUMO energy: -4.33 eV
HOMO-LUMO gap: 5.70 eV
charge: +1
maximum force: 9.1 eV/Å
M: 888.1 g mol⁻¹

Cartesian coordinates (Å):
C -5.143 -1.415 5.773
C -5.530 -2.999 5.990
C -5.580 -3.886 4.608
C -4.483 -5.111 4.748
C -2.987 -4.448 4.658
C -2.626 -3.925 3.122
C -1.123 -3.203 3.264
C -0.494 -2.745 1.821
N 0.338 -3.991 1.455
Cl -0.158 -5.650 1.297
C 1.714 -3.886 1.215
C 2.124 -2.306 1.340
C 3.405 -2.327 2.342
O 4.588 -1.881 1.532
C 5.208 -3.022 0.842
C 5.034 -3.042 -0.821
O 5.919 -3.981 1.487
C 0.701 -1.617 1.753
C 0.679 -0.351 2.821
C 0.970 -0.757 4.377
C -0.235 -0.033 5.279
Cl -0.068 1.850 5.219
C 0.343 -0.785 0.346
C 0.083 -1.740 -0.950
C 0.263 -0.758 -2.292
C -0.995 -0.849 -3.338
C -0.774 0.405 -4.423
C -1.367 1.839 -3.879
C -0.745 3.158 -4.691
H -6.043 -0.784 5.345
H -4.935 -0.969 6.859
H -4.164 -1.234 5.152
H -6.596 -3.086 6.486
H -4.714 -3.447 6.726
H -5.396 -3.234 3.651
H -6.640 -4.406 4.474
H -4.649 -5.636 5.801
H -4.549 -5.901 3.858
H -2.805 -3.572 5.450
H -2.176 -5.274 4.936
H -2.655 -4.771 2.316
H -3.359 -3.031 2.826
H -0.426 -4.057 3.702
H -1.302 -2.316 4.027
H -1.490 -2.561 1.190
H 2.405 -4.795 0.937
H 2.584 -1.882 0.324
H 3.621 -3.453 2.622
H 3.366 -1.599 3.254
H 6.087 -2.773 -1.280
H 4.257 -2.191 -1.110
H 4.658 -4.107 -1.128
H 1.491 0.411 2.433
H -0.365 0.213 2.702
H 1.077 -1.903 4.588
H 1.965 -0.179 4.693
H -1.269 -0.254 4.751
H -0.206 -0.419 6.397
H 1.127 0.088 0.138
H -0.678 -0.220 0.580
H 0.839 -2.616 -1.108
H -1.004 -2.234 -0.972
H 0.278 0.365 -1.888
H 1.328 -0.915 -2.790
H -2.049 -0.758 -2.837
H -0.867 -1.862 -3.956
H 0.409 0.543 -4.488
H -1.121 0.103 -5.499
H -1.090 1.995 -2.751
H -2.539 1.860 -4.012
H -0.612 4.085 -3.966
H 0.304 2.949 -5.165
H -1.457 3.524 -5.563
C 4.721 -3.145 7.506
C 3.540 -2.288 7.866
O 2.547 -2.745 8.427
N 3.592 -0.962 7.551
C 4.657 -0.240 6.897
H 4.534 -4.176 7.819
H 4.874 -3.135 6.423
H 5.616 -2.784 8.020
H 2.761 -0.450 7.825
H 4.991 0.555 7.569
H 4.255 0.207 5.985
H 5.503 -0.882 6.646
C -1.290 8.390 -6.297
C -1.514 6.982 -5.822
O -0.691 6.089 -6.010
N -2.675 6.706 -5.162
C -3.757 7.607 -4.844
H -0.323 8.455 -6.805
H -2.072 8.675 -7.006
H -1.280 9.075 -5.445
H -2.754 5.738 -4.873
H -3.882 7.618 -3.758
H -4.668 7.220 -5.307
H -3.573 8.622 -5.198
C -7.520 7.289 -1.720
C -6.055 6.971 -1.830
O -5.470 6.951 -2.910
N -5.371 6.698 -0.682
C -5.873 6.671 0.671
H -7.927 7.484 -2.716
H -8.055 6.440 -1.287
H -7.663 8.183 -1.106
H -4.390 6.493 -0.837
H -5.308 7.400 1.257
H -5.698 5.672 1.078
H -6.937 6.905 0.727
C 8.897 -0.294 -2.432
C 7.983 -1.179 -3.234
O 7.035 -1.772 -2.725
N 8.232 -1.314 -4.568
C 9.285 -0.706 -5.346
H 8.573 -0.286 -1.387
H 9.920 -0.678 -2.474
H 8.857 0.729 -2.814
H 7.575 -1.924 -5.040
H 8.822 -0.110 -6.136
H 9.877 -1.505 -5.799
H 9.935 -0.069 -4.744
C 4.221 2.677 -4.443
C 5.147 1.672 -3.815
O 6.169 2.006 -3.221
N 4.824 0.351 -3.921
C 3.679 -0.239 -4.573
H 4.610 3.685 -4.277
H 4.157 2.504 -5.521
H 3.230 2.608 -3.987
H 5.494 -0.264 -3.474
H 3.123 -0.813 -3.828
H 4.042 -0.916 -5.350
H 3.022 0.508 -5.020
C -5.360 -1.072 -1.584
C -4.434 -2.077 -0.957
O -3.413 -1.743 -0.362
N -4.757 -3.398 -1.062
C -5.902 -3.987 -1.714
H -4.971 -0.063 -1.418
H -5.424 -1.244 -2.662
H -6.351 -1.140 -1.128
H -4.087 -4.013 -0.616
H -6.459 -4.561 -0.969
H -5.539 -4.665 -2.491
H -6.559 -3.240 -2.162